Here is a cluster of 2 separate species, C3H12N2 in total in a non-equilibrium geometry from the OMol25 dataset. Energies are from ωB97M-V/def2-TZVPD.

Geometry as XYZ:
```
17
Properties=species:S:1:pos:R:3:forces:R:3
C 5.389584 1.833846 2.367419 0.039 -0.581 -0.865
C 4.357894 1.140835 1.476987 -0.642 0.340 -0.537
H 5.552169 1.242702 3.261544 0.077 0.224 0.284
H 5.064150 2.844512 2.576539 0.028 0.104 0.425
H 6.335357 1.891643 1.829960 0.100 0.139 0.115
H 3.569419 0.670339 2.054555 -0.042 -0.233 0.218
H 3.823819 1.863165 0.848399 0.197 0.069 0.027
H 4.748451 0.404918 0.770278 0.242 -0.063 0.332
N -3.257939 -1.574204 -1.589224 -0.068 -0.009 -0.134
C -4.554540 -1.391901 -1.067102 -0.445 -0.426 0.709
N -5.278707 -0.870669 -2.224329 0.582 -0.372 -0.070
H -2.623469 -0.787904 -1.653166 0.192 -0.168 -0.053
H -3.089032 -2.409185 -2.133257 0.300 0.119 -0.150
H -4.966244 -2.353404 -0.766474 -0.169 0.029 -0.172
H -4.593292 -0.763776 -0.189941 0.087 0.530 -0.092
H -4.780598 -0.152536 -2.751001 -0.417 0.116 0.101
H -5.697015 -1.588376 -2.811193 -0.061 0.182 -0.138
```
Forces are in eV/Å.

The multiplicity is 2. The total energy is -6276.8440 eV. Its frontier orbital gap (alpha / beta) is 9.7 / 5.2 eV. As for the total charge: +1. The calculation puts the largest force on an atom at 1.042 eV Å⁻¹.

Mulliken population analysis, charges in e, atoms 1 to 5:
1. C -0.742
2. C -0.821
3. H 0.258
4. H 0.254
5. H 0.251

Here is a cluster of 2 separate species, C3H12N2O in total from the OMol25 dataset. Energies are from ωB97M-V/def2-TZVPD.

Geometry as XYZ:
```
18
Properties=species:S:1:pos:R:3:forces:R:3
C 0.096975 0.770265 1.898772 -0.321 0.333 0.278
C -0.476876 1.016869 0.523076 0.447 -0.033 -0.186
C -0.814375 -0.285194 -0.180194 0.156 0.318 -0.589
N -1.399588 -0.014428 -1.505972 0.470 -0.326 0.145
N 0.405798 2.022406 2.532838 -0.021 0.217 -0.062
H 0.980255 0.138947 1.853980 0.157 -0.313 -0.180
H -0.676174 0.231601 2.453722 0.049 -0.137 0.233
H 0.289510 1.480662 -0.109985 -0.132 0.281 0.111
H -1.306539 1.725559 0.632538 -0.142 -0.265 -0.191
H 0.168637 -0.764641 -0.304836 -0.363 -0.280 -0.100
H -1.441678 -0.951986 0.409474 -0.106 0.059 0.270
H -1.887745 0.865535 -1.521944 -0.239 0.034 0.054
H -2.016392 -0.755426 -1.810072 -0.016 0.140 0.024
H 0.325466 2.881326 2.021034 0.041 -0.117 0.137
H 0.682184 2.060351 3.491024 0.030 0.074 0.049
H 2.543407 -3.953174 -4.049746 0.123 -0.013 0.350
H 1.962278 -2.856257 -3.191234 0.177 -0.143 0.192
O 2.564850 -3.612412 -3.142472 -0.311 0.170 -0.536
```
Forces are in eV/Å.

The total energy is -8332.7979 eV. Its frontier orbital gap is 9.5 eV. As for the total charge: 0. The calculation puts the largest force on an atom at 0.687 eV Å⁻¹.

Mulliken population analysis, charges in e, atoms 1 to 5:
1. C -0.435
2. C -0.605
3. C -0.438
4. N -0.557
5. N -0.403

Here is a cluster of 2 separate species, C3H12N2O in total in a non-equilibrium geometry from the OMol25 dataset. Energies are from ωB97M-V/def2-TZVPD.

Geometry as XYZ:
```
18
Properties=species:S:1:pos:R:3:forces:R:3
N 0.338234 0.074424 2.431094 -1.639 3.602 1.659
C -0.175604 0.196865 0.998987 1.929 2.780 -0.142
C 0.018242 -1.083576 0.257008 1.100 0.354 -2.423
C -0.598978 -1.074423 -1.189708 -0.572 0.682 0.876
N -0.405236 -2.393287 -1.778210 1.154 -0.641 0.727
H 1.324660 0.378140 2.700800 -1.409 -0.677 -1.599
H -0.211145 0.926356 2.938948 1.490 -2.771 -1.205
H 0.268316 1.182938 0.439069 -0.622 -2.603 1.025
H -1.226149 0.456890 0.989226 -0.417 -0.179 0.681
H 1.105589 -1.166792 0.027532 -0.414 -0.513 0.677
H -0.380046 -1.927663 0.799175 0.110 -0.263 0.293
H -0.152416 -0.185433 -1.718579 -0.431 -0.867 0.133
H -1.682608 -0.906804 -1.026114 0.336 0.207 -0.470
H -0.568046 -2.603415 -2.791523 0.734 0.613 1.741
H 0.418294 -2.813296 -1.258853 -1.373 0.204 -1.942
H 1.010687 3.728790 -0.053399 2.589 1.743 4.495
H 0.182307 4.002627 -1.042720 0.481 -2.266 -0.596
O 0.733905 3.207654 -0.722737 -3.048 0.594 -3.930
```
Forces are in eV/Å.

The total energy is -8331.3790 eV. Its frontier orbital gap is 9.2 eV. As for the total charge: 0. The calculation puts the largest force on an atom at 5.473 eV Å⁻¹.

Mulliken population analysis, charges in e, atoms 1 to 5:
1. N -0.704
2. C -0.143
3. C -0.667
4. C -0.335
5. N -0.463

Here is a cluster of 2 separate species, C3H12N2O in total in a non-equilibrium geometry from the OMol25 dataset. Energies are from ωB97M-V/def2-TZVPD.

Geometry as XYZ:
```
18
Properties=species:S:1:pos:R:3:forces:R:3
N -0.424110 0.353076 -0.753770 0.099 -1.371 0.681
C 0.195994 -0.648188 0.195919 0.621 1.386 -1.638
C 1.412051 -1.308510 -0.458535 -0.706 -1.021 -0.401
C -0.836792 -1.660798 0.647849 0.514 0.256 0.941
N -1.924175 -1.044833 1.435638 0.494 -0.038 -0.678
H -0.107666 0.068987 -1.673179 -0.215 0.503 -0.161
H -0.107378 1.276084 -0.535946 0.180 0.366 -0.217
H 0.662079 -0.049586 0.987439 -0.689 -0.305 0.566
H 1.658365 -2.167102 0.174770 0.750 0.287 -0.075
H 2.227137 -0.625311 -0.682518 0.173 0.050 0.578
H 1.190247 -1.757768 -1.437151 -0.396 0.053 0.106
H -1.239844 -2.177930 -0.221569 0.019 -0.071 -0.095
H -0.236912 -2.357296 1.244449 -0.523 -0.336 0.054
H -1.881713 -1.289208 2.411121 0.155 -0.086 0.147
H -1.747990 -0.053272 1.353307 -0.530 0.246 0.182
H 1.202001 3.192450 -1.668061 0.128 0.493 0.199
H 0.865703 3.079234 -0.234933 -0.493 -0.710 1.264
O 1.212224 3.703827 -0.840739 0.420 0.296 -1.452
```
Forces are in eV/Å.

The total energy is -8332.7229 eV. Its frontier orbital gap is 9.9 eV. As for the total charge: 0. The calculation puts the largest force on an atom at 2.234 eV Å⁻¹.

Mulliken population analysis, charges in e, atoms 1 to 5:
1. N -0.597
2. C 0.396
3. C -1.528
4. C -0.604
5. N -0.566

Here is a cluster of 2 separate species, C3H12N2O in total in a non-equilibrium geometry from the OMol25 dataset. Energies are from ωB97M-V/def2-TZVPD.

Geometry as XYZ:
```
18
Properties=species:S:1:pos:R:3:forces:R:3
N 0.571792 2.425344 0.779441 1.618 -2.297 -3.153
C 1.331738 1.113826 0.870679 1.765 1.865 -3.826
C 0.424878 -0.039546 0.551073 1.726 -2.276 -0.087
N 0.986872 -0.933301 -0.505030 0.780 1.017 0.130
C 0.335145 -2.228764 -0.526163 1.378 -0.738 1.337
H 0.334358 2.703424 1.636691 -1.230 1.563 4.200
H -0.303163 2.291552 0.253679 0.784 -0.039 0.334
H 2.193431 1.253886 -0.004203 -2.188 -0.747 1.736
H 1.997798 0.904171 1.703202 -0.638 0.717 0.723
H 0.421733 -0.757358 1.401732 -1.093 0.947 0.273
H -0.526495 0.354892 0.220209 -0.425 -0.472 0.240
H 2.028210 -0.996346 -0.359203 -1.646 -0.157 -0.271
H 0.595170 -2.919424 0.390166 -0.311 0.984 -1.659
H -0.727969 -2.147215 -0.523662 -0.887 0.429 0.191
H 0.564539 -2.658928 -1.484669 0.348 -0.822 -0.128
H -2.356233 -0.739908 -1.191887 1.389 -0.473 -0.625
H -2.948684 0.782794 -1.419169 -0.212 -4.093 1.527
O -3.091738 -0.198617 -0.989662 -1.158 4.591 -0.942
```
Forces are in eV/Å.

The total energy is -8331.2305 eV. Its frontier orbital gap is 9.6 eV. As for the total charge: 0. The calculation puts the largest force on an atom at 4.828 eV Å⁻¹.

Mulliken population analysis, charges in e, atoms 1 to 5:
1. N -0.658
2. C -0.342
3. C -0.194
4. N -0.427
5. C -0.889

Here is a cluster of 2 separate species, C3H12N2O in total in a non-equilibrium geometry from the OMol25 dataset. Energies are from ωB97M-V/def2-TZVPD.

Geometry as XYZ:
```
18
Properties=species:S:1:pos:R:3:forces:R:3
N 0.111710 -0.958849 -0.508667 1.091 1.489 -0.609
C 0.470410 0.520562 -0.051861 0.946 -3.295 1.834
C 1.139976 1.357406 -1.106639 0.450 -0.746 -0.691
C 1.376907 0.261480 1.193165 1.126 0.327 -0.801
N 0.879596 0.001566 2.520003 -0.949 0.665 0.970
H -0.136724 -1.431208 0.355593 -0.263 0.009 -0.040
H 1.010660 -1.445179 -0.765336 -1.038 0.933 0.232
H -0.447387 0.968419 0.269639 -0.704 0.221 0.036
H 1.047863 2.441788 -1.005173 0.187 -0.198 0.571
H 0.516712 1.122642 -1.946528 0.090 -0.011 -1.155
H 2.211510 1.063534 -1.319626 -1.185 0.294 0.273
H 1.978150 -0.623101 1.032223 0.183 -0.353 -1.019
H 2.139560 1.025594 1.159907 0.135 0.711 0.732
H 1.002191 0.775161 3.164788 -0.029 0.015 -0.245
H -0.108713 -0.219404 2.543837 -0.005 -0.093 -0.128
H -4.256638 -0.919429 -1.703303 -2.476 0.213 0.259
H -3.145944 -1.434386 -2.518928 0.228 0.520 0.896
O -3.334268 -0.932518 -1.694305 2.213 -0.702 -1.114
```
Forces are in eV/Å.

The total energy is -8332.1665 eV. Its frontier orbital gap is 10.0 eV. As for the total charge: 0. The calculation puts the largest force on an atom at 3.888 eV Å⁻¹.

Mulliken population analysis, charges in e, atoms 1 to 5:
1. N -0.736
2. C 0.553
3. C -1.503
4. C -0.862
5. N -0.562